(1)
Below is C20H8BrCl5N3NiO3S3 as an isolated structure, with properties calculated with ωB97M-V/def2-TZVPD.

The geometry in ORCA input format:
```
! wB97M-V def2-TZVPD RIJCOSX def2/J DEFGRID3
* xyz -1 3
Ni -0.21 1.14 0.48
Cl 2.72 1.01 -5.98
C 1.75 0.80 -4.57
C 2.17 1.29 -3.34
Cl 3.68 2.11 -3.20
C 1.37 1.12 -2.22
Cl 1.90 1.72 -0.67
C 0.12 0.47 -2.25
O -0.63 0.32 -1.22
C -0.27 -0.03 -3.52
Cl -1.79 -0.84 -3.60
C 0.52 0.14 -4.65
Cl -0.01 -0.49 -6.16
Br -4.52 -1.38 5.37
C -3.63 -1.00 3.74
C -4.36 -0.49 2.67
N -3.80 -0.25 1.49
C -2.49 -0.47 1.36
C -1.68 -0.94 2.39
C -2.28 -1.24 3.61
C -0.18 -1.16 2.24
O 0.32 -2.12 2.81
O 0.46 -0.26 1.58
H -5.41 -0.28 2.77
H -2.10 -0.33 0.36
H -1.68 -1.65 4.41
S -6.24 2.30 2.66
C -4.59 2.52 2.65
S -3.78 3.07 1.22
C -2.24 2.91 2.01
N -2.32 2.50 3.22
N -3.64 2.28 3.60
C -3.81 1.81 4.94
C -5.03 1.90 5.61
C -5.13 1.44 6.92
C -4.03 0.90 7.57
C -2.82 0.83 6.90
C -2.70 1.28 5.60
S -0.74 3.25 1.18
H -5.89 2.32 5.12
H -6.08 1.51 7.42
H -4.12 0.54 8.59
H -1.95 0.41 7.39
H -1.76 1.22 5.08
*
```

## Properties
HOMO-LUMO gap (alpha / beta): 7.970 / 7.464 eV
HOMO level (alpha / beta): -5.80 / -5.77 eV
lowest unoccupied orbital energy (alpha / beta): 2.17 / 1.69 eV

Here are the Mulliken charges for atoms 1 to 4, given in e: number 1, Ni, carries 0.299; number 2, Cl, carries -0.209; number 3, C, carries 0.331; number 4, C, carries -0.169

(2)
Below is C21H10BrF9IrN12O2 as an isolated structure, with properties calculated with ωB97M-V/def2-TZVPD.

The geometry in ORCA input format:
```
! wB97M-V def2-TZVPD RIJCOSX def2/J DEFGRID3
* xyz 0 2
Ir 1.53 1.07 0.96
Br 1.90 -5.38 -5.57
C 0.43 -4.28 -5.13
C 0.60 -2.90 -5.08
C -0.46 -2.10 -4.73
C -1.71 -2.67 -4.36
C -1.87 -4.07 -4.47
C -0.81 -4.86 -4.85
N -2.69 -1.93 -3.85
N -2.70 -0.69 -3.64
C -2.04 0.00 -2.71
C -1.95 1.40 -2.84
C -1.08 2.15 -2.07
C -0.23 1.53 -1.14
O 0.66 2.15 -0.44
C -0.39 0.12 -0.91
N 0.38 -0.41 0.07
C 0.14 -1.65 0.47
C -0.83 -2.45 -0.13
C -1.55 -1.96 -1.20
C -1.34 -0.64 -1.62
H 1.56 -2.45 -5.30
H -0.35 -1.03 -4.69
H -2.83 -4.50 -4.23
H -0.92 -5.93 -4.90
H -2.56 1.88 -3.59
H -1.03 3.22 -2.18
H 0.74 -2.01 1.30
H -1.02 -3.43 0.26
H -2.31 -2.57 -1.66
N 3.98 1.65 3.30
C 3.48 0.40 3.19
N 3.83 -0.64 3.93
N 3.13 -1.64 3.48
N 2.37 -1.30 2.52
N 2.55 0.00 2.26
C 3.64 2.66 2.46
N 4.18 3.87 2.43
N 3.58 4.49 1.45
N 2.71 3.76 0.89
N 2.70 2.57 1.47
H 4.58 1.85 4.09
F -0.51 0.09 4.66
C -1.56 0.70 4.11
F -2.25 1.27 5.10
F -2.33 -0.25 3.58
C -1.09 1.69 2.99
O -0.54 0.98 2.00
C -2.32 2.48 2.45
F -1.95 3.42 1.59
F -3.13 1.65 1.79
F -3.05 3.07 3.40
C -0.08 2.68 3.63
F -0.53 3.26 4.74
F 0.27 3.65 2.79
F 1.06 2.04 3.95
*
```

## Properties
HOMO-LUMO gap (alpha / beta): 5.243 / 5.282 eV
HOMO level (alpha / beta): -8.43 / -8.45 eV
lowest unoccupied orbital energy (alpha / beta): -3.19 / -3.16 eV

Here are the Mulliken charges for atoms 1 to 4, given in e: number 1, Ir, carries 1.159; number 2, Br, carries -0.148; number 3, C, carries 0.095; number 4, C, carries -0.611

(3)
Below is a 2-piece molecular cluster, C21H10F4NO3 overall, with properties calculated with ωB97M-V/def2-TZVPD.

The geometry in ORCA input format:
```
! wB97M-V def2-TZVPD RIJCOSX def2/J DEFGRID3
* xyz -1 1
F 0.19 -1.90 3.22
C -0.94 -1.82 2.51
C -1.56 -0.60 2.36
F -1.30 0.35 3.29
C -3.01 -0.62 1.95
O -3.74 0.33 2.22
C -3.49 -1.83 1.29
F -4.69 -1.77 0.66
C -2.76 -2.97 1.27
F -3.14 -4.03 0.53
C -1.42 -3.05 1.86
O -0.67 -4.04 1.72
C 0.43 -2.40 -2.27
C 1.51 -1.83 -1.58
C 1.28 -1.00 -0.49
C -0.05 -0.57 -0.21
C -0.27 0.49 0.73
C 0.96 1.29 1.12
O 1.47 1.27 2.23
C 1.58 2.18 0.01
C 0.96 2.37 -1.24
C 1.59 3.07 -2.27
C 2.84 3.65 -2.06
C 3.45 3.53 -0.80
C 2.82 2.83 0.24
C -1.38 1.34 0.66
N -2.22 2.15 0.62
C -1.13 -1.20 -0.87
C -0.88 -2.12 -1.89
H 0.64 -3.06 -3.11
H 2.55 -2.03 -1.88
H 2.11 -0.58 0.09
H -0.03 1.95 -1.39
H 1.09 3.19 -3.23
H 3.34 4.20 -2.86
H 4.42 4.01 -0.62
H 3.29 2.76 1.22
H -2.15 -0.94 -0.60
H -1.73 -2.59 -2.41
*
```

## Properties
HOMO-LUMO gap: 5.339 eV
HOMO level: -3.98 eV
lowest unoccupied orbital energy: 1.36 eV

Here are the Mulliken charges for atoms 1 to 4, given in e: number 1, F, carries -0.434; number 2, C, carries -0.211; number 3, C, carries 1.309; number 4, F, carries -0.401

| no. | F_max (Eh/bohr) | E (eV) |
| --- | --- | --- |
| 1 | 0.01780 | -237690.15876 |
| 2 | 0.06494 | -141250.02941 |
| 3 | 0.05339 | -40440.05862 |